Below is a molecular structure, C34H39Br12ClF4O5S2, with properties calculated with ωB97M-V/def2-TZVPD.

The geometry in XYZ format:
```
97
Properties=species:S:1:pos:R:3:lowdin_charge:R:1
C 1.574 2.858 3.325 -0.168
C 0.135 2.249 2.951 -0.515
S -1.034 2.171 4.425 0.745
C -2.779 2.000 3.724 -0.445
C -2.768 0.851 2.582 -0.132
C -1.878 -0.393 2.892 0.023
C -1.801 -1.490 1.809 0.003
C -2.572 -1.427 0.432 0.028
C -3.450 -0.178 0.171 -0.039
C -4.223 -0.132 -1.255 -0.087
C -5.757 -0.584 -1.049 -0.321
C -6.780 0.088 -2.080 -0.098
F -5.961 -2.008 -1.093 -0.067
C -3.567 0.987 1.230 -0.125
S -4.570 2.514 0.926 0.831
O -5.232 3.052 2.174 -0.309
O -5.647 2.342 -0.107 -0.339
C -3.352 3.760 0.174 -0.462
F -2.451 2.955 -0.610 0.034
F -3.972 4.635 -0.736 -0.063
F -2.556 4.390 1.153 0.016
C -2.368 -2.633 -0.624 -0.247
O -3.291 -3.151 -1.287 0.073
C -0.845 -3.160 -0.732 -0.033
C -0.145 -3.524 -2.055 0.006
C 1.361 -3.975 -1.941 -0.462
Cl 2.189 -4.373 -3.546 0.558
C 2.111 -4.055 -0.581 -0.137
C 3.679 -4.466 -0.402 -0.158
C 4.286 -3.331 0.606 -0.210
C 5.844 -3.024 0.351 -0.194
C 5.967 -1.562 -0.300 -0.208
C 6.001 -0.359 0.770 -0.200
C 5.381 1.017 0.164 -0.208
C 6.383 1.745 -0.873 -0.157
C 5.926 1.459 -2.393 -0.219
O 6.827 0.454 -2.941 -0.262
C 6.239 -0.235 -4.067 -0.129
C 1.381 -3.685 0.766 0.057
C -0.090 -3.241 0.650 -0.028
C -0.875 -2.803 1.991 -0.254
O -0.798 -3.429 3.071 0.067
H 1.838 2.820 4.433 0.070
H 1.695 3.913 2.868 0.083
H 2.355 2.212 2.767 0.073
H 0.320 1.203 2.496 0.072
H -0.354 2.855 2.096 0.081
H -3.557 1.807 4.535 0.019
H -3.010 3.043 3.281 0.063
H -1.284 -0.552 3.847 0.110
H -3.711 -0.792 -2.035 0.123
H -4.140 0.957 -1.634 0.119
H -6.089 -0.241 0.004 0.142
H -7.875 -0.115 -1.781 0.100
H -6.529 -0.356 -3.119 0.083
H -6.677 1.234 -2.083 0.031
H -0.697 -3.432 -3.044 0.112
H 4.228 -4.461 -1.417 0.091
H 3.769 -5.511 0.083 0.120
H 3.713 -2.360 0.363 0.109
H 4.023 -3.651 1.669 0.103
H 6.340 -2.969 1.396 0.114
H 6.382 -3.849 -0.227 0.108
H 6.951 -1.516 -0.883 0.114
H 5.061 -1.362 -0.985 0.111
H 7.085 -0.163 1.069 0.111
H 5.418 -0.565 1.732 0.107
H 4.370 0.852 -0.355 0.101
H 5.188 1.785 1.009 0.104
H 6.488 2.881 -0.680 0.114
H 7.424 1.295 -0.739 0.112
H 4.850 1.052 -2.440 0.110
H 5.995 2.381 -3.076 0.125
H 6.803 -1.228 -4.215 0.098
H 6.436 0.383 -5.021 0.098
H 5.130 -0.480 -3.920 0.090
H 1.894 -3.710 1.780 0.114
C -3.058 8.341 -1.616 -1.594
Br -2.672 6.944 -0.327 0.701
Br -4.759 9.201 -1.257 0.566
Br -1.612 9.628 -1.740 0.560
H -3.143 7.862 -2.590 -0.024
C -4.584 0.147 7.537 -1.595
Br -5.741 0.920 8.887 0.568
Br -5.564 -0.325 5.931 0.575
Br -3.069 1.293 7.142 0.607
H -4.185 -0.778 7.950 -0.025
C -7.763 4.028 -4.218 -1.600
Br -7.458 2.189 -4.753 0.599
Br -9.614 4.339 -3.730 0.566
Br -6.544 4.579 -2.814 0.589
H -7.553 4.651 -5.086 -0.029
C 4.145 -7.626 -2.965 -1.632
Br 2.992 -8.636 -1.771 0.556
Br 5.910 -7.377 -2.213 0.554
Br 4.212 -8.416 -4.736 0.564
H 3.705 -6.636 -3.070 -0.098
```

Its gap between HOMO and LUMO is 7.280 eV. Its HOMO energy is -9.10 eV. The LUMO energy is -1.824 eV. For the total energy, the calculation gives -34238.79325 Ha. Its energy relative to the best compared isomer or geometry (same formula, charge and spin) is 305.2 kcal per mole. Its charge is 0.

***

Below is 10 unconnected molecules or ions with the total composition C72H154F4N11O11S4, with properties calculated with ωB97M-V/def2-TZVPD.

The geometry in XYZ format:
```
256
Properties=species:S:1:pos:R:3:lowdin_charge:R:1
C -4.212 4.458 -6.628 -0.088
C -4.455 3.536 -5.434 -0.269
C -5.914 3.260 -5.136 -0.203
C -6.047 2.316 -3.978 -0.148
N -7.412 1.969 -3.492 -0.302
C -8.065 2.969 -2.561 -0.053
C -9.129 2.116 -1.814 -0.127
C -8.642 0.689 -1.949 -0.162
C -7.313 0.705 -2.662 -0.093
C -8.282 1.758 -4.663 0.022
H -4.776 5.437 -6.566 0.108
H -4.424 3.950 -7.528 0.045
H -3.154 4.724 -6.534 0.078
H -3.943 3.981 -4.569 0.116
H -3.939 2.566 -5.626 0.116
H -6.469 2.906 -5.993 0.100
H -6.343 4.208 -4.823 0.130
H -5.510 2.667 -3.068 0.155
H -5.618 1.363 -4.267 0.135
H -8.373 3.821 -3.197 0.151
H -7.337 3.314 -1.848 0.131
H -10.111 2.259 -2.205 0.111
H -9.200 2.359 -0.737 0.133
H -9.394 0.091 -2.491 0.130
H -8.477 0.199 -0.979 0.128
H -7.108 -0.171 -3.275 0.142
H -6.371 0.846 -2.082 0.150
H -9.259 1.419 -4.307 0.119
H -7.853 0.987 -5.286 0.119
H -8.325 2.706 -5.238 0.121
C -1.471 1.541 -3.515 -0.120
C -0.661 0.318 -3.926 -0.243
C 0.797 0.143 -3.461 -0.171
C 0.928 0.688 -2.059 -0.113
N 1.954 -0.044 -1.186 -0.247
C 2.125 0.700 0.145 -0.107
C 3.532 1.190 0.227 -0.139
C 4.318 0.277 -0.703 -0.123
C 3.289 0.106 -1.834 -0.120
C 1.594 -1.447 -0.889 0.029
H -2.498 1.292 -3.806 0.058
H -1.259 2.496 -4.023 0.079
H -1.517 1.669 -2.415 0.056
H -0.682 0.237 -5.045 0.125
H -1.225 -0.514 -3.457 0.118
H 1.369 0.770 -4.140 0.120
H 0.968 -0.930 -3.526 0.110
H 0.056 0.715 -1.407 0.115
H 1.349 1.696 -2.143 0.135
H 1.872 -0.007 0.917 0.086
H 1.367 1.443 0.152 0.084
H 3.880 1.275 1.297 0.149
H 3.599 2.205 -0.140 0.093
H 4.386 -0.768 -0.336 0.120
H 5.298 0.641 -1.032 0.129
H 3.522 -0.825 -2.454 0.151
H 3.233 1.015 -2.440 0.130
H 0.758 -1.516 -0.231 0.100
H 2.472 -1.887 -0.320 0.127
H 1.387 -2.007 -1.790 0.100
C 3.862 5.630 -2.610 -0.089
C 3.211 5.198 -1.230 -0.221
C 2.316 6.348 -0.643 -0.178
C 3.138 7.413 0.059 -0.116
N 2.500 8.800 0.350 -0.257
C 2.198 9.481 -1.029 -0.055
C 2.844 10.868 -0.907 -0.122
C 3.193 11.110 0.607 -0.100
C 3.538 9.683 1.006 -0.115
C 1.316 8.735 1.178 -0.010
H 4.581 6.428 -2.432 0.069
H 3.109 5.884 -3.351 0.071
H 4.426 4.818 -3.059 0.067
H 4.092 4.754 -0.706 0.115
H 2.484 4.413 -1.407 0.079
H 1.632 5.988 0.150 0.117
H 1.737 6.771 -1.474 0.116
H 4.102 7.726 -0.427 0.144
H 3.372 7.057 1.068 0.137
H 1.134 9.660 -1.090 0.127
H 2.520 8.967 -1.905 0.121
H 2.031 11.534 -1.209 0.120
H 3.612 11.130 -1.613 0.119
H 2.260 11.425 1.135 0.127
H 3.978 11.796 0.813 0.119
H 3.577 9.460 2.056 0.134
H 4.520 9.503 0.553 0.144
H 0.835 9.700 1.219 0.112
H 1.530 8.368 2.175 0.116
H 0.539 8.059 0.805 0.115
C 7.943 -2.213 4.300 -0.108
C 7.916 -2.220 5.822 -0.223
C 7.020 -3.439 6.213 -0.195
C 7.122 -3.824 7.686 -0.153
N 6.397 -5.038 8.081 -0.277
C 6.682 -5.416 9.468 -0.125
C 6.512 -6.935 9.637 -0.102
C 6.759 -7.441 8.166 -0.098
C 6.913 -6.182 7.268 -0.097
C 4.845 -4.929 7.806 0.082
H 6.923 -2.001 3.921 0.076
H 8.243 -3.142 3.809 0.079
H 8.613 -1.481 3.890 0.068
H 7.429 -1.370 6.263 0.101
H 8.925 -2.322 6.246 0.122
H 7.345 -4.251 5.577 0.101
H 5.983 -3.178 5.938 0.114
H 6.812 -2.976 8.283 0.145
H 8.178 -3.922 7.898 0.138
H 6.122 -4.771 10.162 0.153
H 7.726 -5.210 9.611 0.134
H 5.579 -7.244 10.087 0.110
H 7.227 -7.176 10.432 0.128
H 5.945 -8.054 7.800 0.112
H 7.642 -8.043 8.117 0.112
H 6.226 -6.330 6.413 0.141
H 7.951 -5.926 7.006 0.147
H 4.351 -4.225 8.477 0.105
H 4.487 -5.907 8.157 0.115
H 4.612 -4.541 6.812 0.098
C -12.745 -4.659 7.438 0.064
N -11.402 -4.399 6.810 -0.056
C -11.141 -3.251 6.175 0.026
C -9.868 -2.996 5.709 0.049
C -8.899 -3.983 5.790 -0.121
C -9.173 -5.162 6.510 0.055
C -10.439 -5.346 6.959 0.022
C -7.539 -3.816 5.134 -0.115
C -6.584 -2.955 5.685 0.076
C -5.323 -2.937 5.122 -0.002
N -5.089 -3.661 4.092 -0.081
C -5.972 -4.489 3.515 0.017
C -7.223 -4.610 4.030 0.054
C -3.791 -3.533 3.383 0.065
H -12.648 -4.678 8.530 0.123
H -13.116 -5.644 7.156 0.116
H -13.433 -3.861 7.115 0.115
H -11.962 -2.533 6.153 0.162
H -9.780 -2.012 5.282 0.139
H -8.350 -5.894 6.561 0.158
H -10.647 -6.246 7.483 0.153
H -6.891 -2.407 6.562 0.144
H -4.607 -2.278 5.562 0.159
H -5.550 -5.102 2.665 0.183
H -7.894 -5.332 3.613 0.142
H -3.981 -2.970 2.482 0.097
H -3.444 -4.547 3.165 0.121
H -3.097 -2.965 4.008 0.119
C 1.875 0.983 7.607 -0.031
C 2.735 2.245 7.917 -0.148
N 2.066 3.592 7.797 -0.273
C 1.491 3.700 6.468 0.022
C 0.963 3.631 8.842 -0.164
C 0.389 5.004 9.080 -0.055
C 3.096 4.639 8.136 -0.084
C 4.534 4.365 7.781 -0.249
O 4.630 4.215 6.398 -0.193
C 6.002 3.980 6.002 -0.035
H 1.664 0.861 6.548 0.083
H 1.003 0.948 8.269 0.086
H 2.413 0.104 7.841 0.069
H 3.508 2.226 7.178 0.116
H 3.150 2.193 8.915 0.136
H 2.273 3.969 5.766 0.111
H 0.801 4.552 6.496 0.115
H 0.977 2.777 6.225 0.104
H 1.350 3.220 9.769 0.144
H 0.147 3.043 8.378 0.140
H -0.210 5.429 8.281 0.088
H 1.086 5.704 9.500 0.079
H -0.363 4.754 9.843 0.108
H 3.109 4.842 9.203 0.149
H 2.918 5.528 7.565 0.144
H 4.883 3.588 8.390 0.109
H 4.998 5.299 8.105 0.152
H 6.378 3.137 6.655 0.113
H 6.564 4.826 6.319 0.083
H 6.078 3.796 4.961 0.080
C 4.704 -9.651 -3.167 -0.022
C 5.425 -8.719 -2.178 -0.166
N 5.244 -7.247 -2.371 -0.279
C 3.764 -6.832 -2.207 0.064
C 5.965 -6.536 -1.289 -0.189
C 7.462 -6.710 -1.143 -0.033
C 5.727 -6.956 -3.732 -0.092
C 5.889 -5.451 -4.153 -0.179
O 4.672 -4.735 -4.078 -0.189
C 4.921 -3.343 -4.311 -0.083
H 4.797 -9.211 -4.144 0.066
H 3.686 -9.723 -2.880 0.075
H 5.252 -10.604 -3.138 0.114
H 6.478 -8.858 -2.398 0.118
H 5.173 -9.029 -1.170 0.143
H 3.749 -5.776 -2.197 0.076
H 3.379 -7.310 -1.298 0.126
H 3.243 -7.074 -3.093 0.102
H 5.408 -6.835 -0.366 0.145
H 5.661 -5.459 -1.363 0.139
H 7.683 -7.192 -0.215 0.085
H 7.954 -5.769 -1.245 0.079
H 7.872 -7.389 -1.891 0.084
H 5.075 -7.487 -4.395 0.112
H 6.706 -7.421 -3.933 0.154
H 6.362 -5.411 -5.166 0.151
H 6.671 -5.037 -3.472 0.127
H 3.962 -2.830 -4.300 0.080
H 5.446 -3.268 -5.281 0.103
H 5.593 -2.831 -3.627 0.083
C -4.010 -0.852 -14.178 -0.037
C -3.699 -0.256 -12.799 -0.167
N -4.227 1.120 -12.543 -0.280
C -3.723 1.512 -11.165 0.024
C -3.792 2.148 -13.599 -0.157
C -2.322 2.229 -13.770 -0.053
C -5.753 1.155 -12.496 -0.073
C -6.424 2.228 -11.646 -0.209
O -6.400 1.821 -10.291 -0.225
C -7.254 2.612 -9.488 -0.086
H -5.034 -0.690 -14.567 0.098
H -3.771 -1.910 -14.205 0.096
H -3.420 -0.391 -14.940 0.068
H -2.619 -0.146 -12.634 0.125
H -4.169 -0.875 -11.964 0.156
H -4.179 0.859 -10.428 0.107
H -4.057 2.534 -10.971 0.107
H -2.611 1.428 -11.291 0.114
H -4.215 3.093 -13.356 0.124
H -4.219 1.800 -14.559 0.142
H -1.838 2.391 -12.832 0.068
H -2.134 3.051 -14.457 0.112
H -1.889 1.310 -14.151 0.089
H -6.074 0.261 -12.022 0.129
H -6.136 1.260 -13.570 0.169
H -7.487 2.192 -11.967 0.148
H -6.054 3.258 -11.743 0.137
H -6.779 3.562 -9.352 0.079
H -7.348 2.133 -8.491 0.086
H -8.279 2.714 -9.911 0.112
N -2.331 0.660 2.000 -0.327
S -2.878 -0.046 0.794 0.549
O -2.415 0.248 -0.534 -0.286
O -4.329 -0.239 0.974 -0.329
F -2.257 -1.512 1.211 -0.216
S -1.255 1.584 2.458 0.587
O -1.600 2.578 3.475 -0.303
O -0.187 1.895 1.554 -0.292
F -0.556 0.471 3.606 -0.284
N 2.343 -3.763 2.010 -0.319
S 1.125 -4.538 1.363 0.461
O 1.375 -5.035 0.043 -0.300
O -0.090 -3.775 1.552 -0.309
F 1.043 -5.834 2.168 -0.133
S 2.413 -2.620 3.039 0.414
O 1.897 -2.925 4.347 -0.288
O 1.988 -1.409 2.417 -0.306
F 3.887 -2.362 3.236 -0.134
```

Its gap between HOMO and LUMO is 6.933 eV. Its HOMO energy is -18.34 eV. The LUMO energy is -11.409 eV. For the total energy, the calculation gives -6255.27810 Ha. Its charge is +7.

***

Among the records above, which one has the highest total energy?
C72H154F4N11O11S4